Arrangement w

Density functional theory data (the ωB97M-V functional and the def2-TZVPD basis) for 2 unconnected molecules or ions with the total composition H2NO2P.

Computed properties:
orbital gap (alpha / beta) = 0.2847 / 0.2904 Ha

Structure (ORCA input):
```
! wB97M-V def2-TZVPD RIJCOSX def2/J DEFGRID3
* xyz 0 1
O 0.36 -1.75 -0.71
N 0.39 -0.95 0.17
H 0.21 1.47 0.45
H -0.93 1.14 -1.31
P -1.01 1.08 0.19
O 0.98 -0.99 1.21
*
```


Arrangement x

Density functional theory data (the ωB97M-V functional and the def2-TZVPD basis) for a molecular structure, H2NO2P.

Computed properties:
orbital gap (alpha / beta) = 0.3128 / 0.3128 Ha

Structure (ORCA input):
```
! wB97M-V def2-TZVPD RIJCOSX def2/J DEFGRID3
* xyz 0 1
P -1.12 -0.72 0.35
N 1.05 0.11 0.03
H -1.31 -0.48 -1.02
O 1.71 -0.57 -0.67
H -1.59 0.55 0.67
O 1.27 1.11 0.64
*
```


Which structure loses on stability? arrangement w does.


Arrangement w

Density functional theory data (the ωB97M-V functional and the def2-TZVPD basis) for 2 unconnected molecules or ions with the total composition C3H3ClIN.

Computed properties:
orbital gap = 0.3569 Ha
SMILES = C=C(Cl)C#N.I

Structure (ORCA input):
```
! wB97M-V def2-TZVPD RIJCOSX def2/J DEFGRID3
* xyz 0 1
I -3.49 -0.71 -0.37
H 1.36 -1.36 -0.48
Cl 0.76 2.22 -0.15
C -0.08 -0.03 1.02
C 1.42 -0.28 -0.82
H -2.40 0.14 0.30
N -0.52 -0.54 1.92
C 0.67 0.49 -0.05
H 2.28 0.07 -1.37
*
```


Arrangement x

Density functional theory data (the ωB97M-V functional and the def2-TZVPD basis) for 2 unconnected molecules or ions with the total composition C3H3ClIN.

Computed properties:
orbital gap = 0.3417 Ha

Structure (ORCA input):
```
! wB97M-V def2-TZVPD RIJCOSX def2/J DEFGRID3
* xyz 0 1
H -1.76 0.18 0.75
C -0.23 1.43 -0.45
Cl -1.08 -0.63 -1.86
I 0.73 -0.66 2.39
C -0.44 0.05 -0.32
C 0.71 -0.78 0.23
H 1.57 -0.25 -0.33
N 0.02 2.51 -0.59
H 0.47 -1.86 0.18
*
```


Arrangement y

Density functional theory data (the ωB97M-V functional and the def2-TZVPD basis) for C3H3ClIN in the gas phase.

Computed properties:
orbital gap = 0.3704 Ha
SMILES = N#C[C@@H](Cl)CI

Structure (ORCA input):
```
! wB97M-V def2-TZVPD RIJCOSX def2/J DEFGRID3
* xyz 0 1
H 0.21 -0.75 -1.44
I 2.45 -0.66 0.02
C -0.47 0.15 0.38
Cl -2.21 -0.09 -0.03
C 0.35 -0.88 -0.37
H -0.42 0.01 1.58
N 0.13 2.60 -0.14
H 0.07 -1.89 -0.07
C -0.12 1.51 0.08
*
```


Which structure loses on stability? arrangement x does.


Arrangement w

Density functional theory data (the ωB97M-V functional and the def2-TZVPD basis) for a gas-phase ion, S2 (charge -1).

Computed properties:
orbital gap (alpha / beta) = 0.2514 / 0.2140 Ha

Structure (ORCA input):
```
! wB97M-V def2-TZVPD RIJCOSX def2/J DEFGRID3
* xyz -1 2
S 0.75 -0.96 -0.28
S -0.75 0.96 0.28
*
```


Arrangement x

Density functional theory data (the ωB97M-V functional and the def2-TZVPD basis) for a gas-phase ion, S2 (charge -1).

Computed properties:
orbital gap (alpha / beta) = 0.2508 / 0.2143 Ha

Structure (ORCA input):
```
! wB97M-V def2-TZVPD RIJCOSX def2/J DEFGRID3
* xyz -1 2
S 0.00 0.00 -1.24
S 0.00 0.00 1.24
*
```


Which structure loses on stability? arrangement w does.


Arrangement w

Density functional theory data (the ωB97M-V functional and the def2-TZVPD basis) for 2 unconnected molecules or ions with the total composition C2H8N2.

Computed properties:
orbital gap (alpha / beta) = 0.2331 / 0.3276 Ha

Structure (ORCA input):
```
! wB97M-V def2-TZVPD RIJCOSX def2/J DEFGRID3
* xyz 0 1
H 1.69 1.66 0.40
H 2.28 0.22 -0.25
H -0.19 -1.59 -0.84
H 0.95 0.17 0.91
H -0.36 1.30 -0.90
C -0.63 -0.63 -0.55
H -1.53 -0.50 -1.21
H -1.55 0.29 1.20
N 0.08 0.43 -1.19
H -1.27 -1.49 1.34
C -0.96 -0.56 0.88
N 1.51 0.70 0.19
*
```


Arrangement x

Density functional theory data (the ωB97M-V functional and the def2-TZVPD basis) for 2 unconnected molecules or ions with the total composition C2H8N2.

Computed properties:
orbital gap = 0.3342 Ha
SMILES = C=CN.N

Structure (ORCA input):
```
! wB97M-V def2-TZVPD RIJCOSX def2/J DEFGRID3
* xyz 0 1
H -2.26 0.64 1.19
C 1.15 0.24 -0.36
H -0.43 -1.06 0.12
H 0.42 1.04 -0.37
N 0.51 -0.98 -0.22
H 2.81 1.45 -0.46
H 3.19 -0.34 -0.20
C 2.46 0.43 -0.38
H -2.71 -0.67 0.34
H 1.05 -1.83 -0.19
N -3.02 0.23 0.66
H -3.17 0.85 -0.14
*
```


Arrangement y

Density functional theory data (the ωB97M-V functional and the def2-TZVPD basis) for 2 unconnected molecules or ions with the total composition C2H8N2.

Computed properties:
orbital gap = 0.3369 Ha
SMILES = C=CN.N

Structure (ORCA input):
```
! wB97M-V def2-TZVPD RIJCOSX def2/J DEFGRID3
* xyz 0 1
H 0.22 -0.06 -0.70
C -0.58 1.89 -0.25
N 1.50 1.40 -1.35
H -1.41 1.50 0.30
C 0.32 1.01 -0.72
N -1.02 -3.43 1.86
H 2.03 2.19 -1.03
H -1.17 -3.94 2.72
H 1.93 0.72 -1.92
H -1.70 -2.66 1.87
H -0.38 2.94 -0.37
H -1.41 -4.06 1.17
*
```


Which structure loses on stability? arrangement w does.


Arrangement w

Density functional theory data (the ωB97M-V functional and the def2-TZVPD basis) for 2 unconnected molecules or ions with the total composition C2H8N2.

Computed properties:
orbital gap = 0.3676 Ha
SMILES = [H]/N=C/N.C

Structure (ORCA input):
```
! wB97M-V def2-TZVPD RIJCOSX def2/J DEFGRID3
* xyz 0 1
H -0.26 0.48 3.48
H 0.33 -2.46 -2.64
H -1.70 0.80 2.51
H -1.25 2.05 3.47
H 0.69 -0.01 -1.08
N 1.09 -0.06 -3.06
C 0.64 -0.55 -1.98
H -0.13 -2.21 -1.02
H -0.20 1.65 2.11
C -0.79 1.24 2.92
H 1.34 0.91 -2.87
N 0.24 -1.84 -1.86
*
```


Arrangement x

Density functional theory data (the ωB97M-V functional and the def2-TZVPD basis) for 2 unconnected molecules or ions with the total composition C2H8N2.

Computed properties:
orbital gap = 0.3882 Ha
SMILES = [H]/N=C/N.C

Structure (ORCA input):
```
! wB97M-V def2-TZVPD RIJCOSX def2/J DEFGRID3
* xyz 0 1
H 5.34 -0.59 -0.11
H -4.01 1.89 0.65
H 5.69 -1.47 1.37
H 4.63 0.02 1.43
C 4.95 -0.85 0.87
H -2.97 2.17 -0.71
H -3.04 -1.12 -1.63
H 4.07 -1.48 0.78
H -4.64 -0.20 -0.51
C -3.67 0.28 -0.64
N -3.64 1.59 -0.23
N -2.70 -0.24 -1.26
*
```


Which structure loses on stability? arrangement x does.


Arrangement w

Density functional theory data (the ωB97M-V functional and the def2-TZVPD basis) for 2 unconnected molecules or ions with the total composition C2H8N2.

Computed properties:
orbital gap = 0.3709 Ha
SMILES = C=N.CN

Structure (ORCA input):
```
! wB97M-V def2-TZVPD RIJCOSX def2/J DEFGRID3
* xyz 0 1
C 3.12 -0.49 0.20
N 4.01 0.56 0.72
H -4.14 0.07 -1.79
H -2.83 -0.88 -0.49
N -4.45 0.28 -0.85
C -3.65 -0.31 -0.06
H 3.50 -0.86 -0.74
H 2.15 -0.02 0.08
H 2.96 -1.25 0.96
H 3.70 1.49 0.56
H 4.93 0.56 0.30
H -3.75 -0.25 1.01
*
```


Arrangement x

Density functional theory data (the ωB97M-V functional and the def2-TZVPD basis) for 2 unconnected molecules or ions with the total composition C2H8N2.

Computed properties:
orbital gap = 0.3734 Ha
SMILES = [H]/N=C/N.C

Structure (ORCA input):
```
! wB97M-V def2-TZVPD RIJCOSX def2/J DEFGRID3
* xyz 0 1
N 0.77 -0.93 0.67
H 0.03 -0.32 0.36
H -1.69 1.45 -0.57
H 1.15 -1.63 -2.41
H 2.45 -1.60 -0.42
H -0.48 1.73 0.62
H -2.15 2.49 0.71
C 1.38 -1.37 -0.49
H -1.86 0.76 1.11
C -1.56 1.61 0.49
H 1.29 -0.56 1.44
N 0.69 -1.62 -1.51
*
```


Which structure loses on stability? arrangement w does.